A cluster of 12 separate species, C47H106N5O15 in total, computed with the ωB97M-V functional and the def2-TZVPD basis.

ORCA input file:
```
! RIJCOSX wB97M-V def2-TZVPD def2/J DEFGRID3
* xyz 1 1
C -0.322 2.355 5.377
C -0.136 1.545 6.626
O 0.905 1.493 7.228
N -1.252 0.806 7.026
C -1.104 0.072 8.286
C -0.422 -1.309 8.150
C -0.210 -1.821 6.733
C -1.446 -2.514 6.126
C -2.111 -1.692 5.031
C -1.170 -1.214 3.929
O -1.856 -0.975 2.718
C -2.514 -2.074 2.109
N -1.839 -2.645 0.974
C -0.367 -2.652 1.050
C -2.278 -1.978 -0.248
C -1.834 -0.575 -0.485
O -2.973 -2.583 -1.005
C -2.950 -3.154 3.136
C -1.985 -4.298 3.404
C -2.567 -5.407 4.300
C -1.506 -6.167 5.108
C -0.275 -6.556 4.280
N 0.923 -5.723 4.512
N -4.220 -3.722 2.709
C -4.276 -4.420 1.705
O -4.405 -5.063 0.753
N -3.287 -2.429 4.432
C -4.522 -1.583 4.309
C -5.726 -2.222 4.948
C -6.972 -1.989 4.392
C -8.104 -2.528 4.974
C -8.002 -3.319 6.105
C -6.761 -3.555 6.669
C -5.630 -2.998 6.096
H -0.304 3.414 5.617
H 0.453 2.115 4.658
H -1.282 2.135 4.911
H -2.087 1.378 7.025
H -2.107 -0.057 8.684
H -0.562 0.666 9.015
H 0.541 -1.262 8.650
H -1.013 -2.022 8.720
H 0.593 -2.552 6.776
H 0.140 -1.019 6.096
H -2.189 -2.611 6.922
H -1.233 -3.524 5.794
H -2.495 -0.807 5.525
H -0.765 -0.256 4.233
H -0.318 -1.883 3.792
H -3.450 -1.671 1.725
H -0.008 -3.184 1.922
H 0.070 -1.656 1.063
H 0.027 -3.169 0.184
H -2.342 -0.166 -1.348
H -1.952 0.050 0.396
H -0.768 -0.581 -0.709
H -1.729 -4.706 2.434
H -1.048 -3.938 3.815
H -3.056 -6.142 3.665
H -3.353 -5.036 4.962
H -1.213 -5.627 6.007
H -1.975 -7.086 5.452
H -0.515 -6.561 3.220
H -0.022 -7.582 4.524
H 0.709 -4.948 5.126
H 1.633 -6.256 4.993
H -3.516 -3.180 5.086
H -4.326 -0.620 4.768
H -4.728 -1.391 3.265
H -7.061 -1.386 3.501
H -9.075 -2.338 4.546
H -8.890 -3.740 6.547
H -6.659 -4.165 7.552
H -4.674 -3.178 6.574
C -1.967 -2.026 -4.934
C -2.549 -0.630 -4.826
O -1.666 0.277 -4.169
H -1.733 -2.414 -3.942
H -2.668 -2.708 -5.417
H -1.043 -2.017 -5.519
H -3.461 -0.642 -4.231
H -2.803 -0.245 -5.821
H -0.853 0.327 -4.684
C -1.881 6.623 5.102
C -2.492 5.908 6.290
O -3.311 4.800 5.901
H -2.659 6.980 4.429
H -1.283 7.476 5.413
H -1.235 5.947 4.533
H -3.146 6.573 6.850
H -1.704 5.561 6.970
H -2.756 4.193 5.402
C 2.213 -9.086 0.586
C 1.730 -8.865 2.006
O 0.312 -8.962 2.114
H 1.749 -8.368 -0.089
H 3.297 -8.982 0.521
H 1.947 -10.087 0.238
H 1.984 -7.862 2.350
H 2.205 -9.585 2.681
H 0.052 -9.843 1.825
C -1.066 3.047 -6.481
C -0.144 2.475 -7.537
O 0.357 1.185 -7.159
H -0.542 3.141 -5.529
H -1.442 4.028 -6.773
H -1.922 2.385 -6.321
H 0.718 3.117 -7.679
H -0.660 2.391 -8.498
H -0.403 0.601 -7.076
C 4.108 -4.361 -1.283
C 2.875 -4.269 -0.407
O 2.503 -2.917 -0.137
H 4.946 -3.846 -0.813
H 4.388 -5.399 -1.457
H 3.929 -3.891 -2.253
H 3.057 -4.723 0.567
H 2.035 -4.796 -0.873
H 2.334 -2.490 -0.983
C 1.387 10.760 3.863
C 0.880 9.372 4.207
O -0.431 9.140 3.685
H 0.707 11.522 4.245
H 2.377 10.932 4.288
H 1.455 10.887 2.780
H 0.798 9.255 5.288
H 1.563 8.610 3.827
H -0.384 9.226 2.728
C 4.074 4.448 -9.723
C 2.824 4.026 -8.976
O 1.690 4.808 -9.347
H 4.279 5.502 -9.538
H 4.937 3.859 -9.408
H 3.945 4.326 -10.800
H 2.948 4.167 -7.903
H 2.615 2.964 -9.154
H 1.557 4.702 -10.294
C -4.260 -8.084 -0.474
C -3.569 -8.787 -1.628
O -3.092 -10.082 -1.271
H -3.578 -7.997 0.373
H -4.589 -7.089 -0.765
H -5.133 -8.652 -0.143
H -2.690 -8.227 -1.943
H -4.244 -8.863 -2.487
H -3.848 -10.615 -1.006
C 6.253 7.925 -12.630
C 5.759 6.616 -12.047
O 4.482 6.252 -12.568
H 5.548 8.731 -12.421
H 7.225 8.197 -12.213
H 6.359 7.838 -13.712
H 5.637 6.697 -10.968
H 6.477 5.815 -12.251
H 4.578 6.164 -13.522
C 4.325 5.187 3.187
C 2.857 5.535 3.340
O 2.530 6.789 2.748
H 4.946 5.965 3.632
H 4.555 4.237 3.671
H 4.595 5.107 2.132
H 2.594 5.630 4.393
H 2.233 4.746 2.904
H 2.739 6.739 1.810
C 9.852 7.797 -14.786
C 9.308 6.492 -14.237
O 8.046 6.151 -14.804
H 9.145 8.608 -14.606
H 10.804 8.053 -14.319
H 10.011 7.726 -15.865
H 9.137 6.571 -13.164
H 10.023 5.680 -14.404
H 8.161 6.055 -15.754
*
```

Output
* HOMO level: -0.403 Eh
* energy above the lowest of the compared OMol25 structures with the same formula, charge and spin: 0.0 kJ/mol

---

A cluster of 4 separate species, C22H21F13N3O4P in total, computed with the ωB97M-V functional and the def2-TZVPD basis.

ORCA input file:
```
! RIJCOSX wB97M-V def2-TZVPD def2/J DEFGRID3
* xyz 0 1
C 3.738 0.327 3.879
C 3.546 0.335 2.701
O 3.310 0.359 1.394
P 3.741 -0.969 0.517
O 5.176 -1.122 0.339
O 2.847 -0.660 -0.767
O 3.023 -2.184 1.240
C 1.636 -2.506 0.960
C 0.654 -1.393 1.378
C -0.563 -1.968 2.067
F -0.184 -2.665 3.162
F -1.166 -2.856 1.215
C -1.704 -0.974 2.525
F -2.662 -0.904 1.584
F -2.267 -1.486 3.634
C -1.286 0.480 2.930
F -2.323 1.002 3.605
F -0.251 0.381 3.785
C -0.886 1.489 1.771
F 0.440 1.734 1.863
F -1.137 0.947 0.557
C -1.612 2.860 1.833
F -2.935 2.668 1.737
F -1.322 3.425 3.015
C -1.186 3.853 0.673
F -2.210 4.030 -0.160
F -0.156 3.385 -0.037
F -0.843 5.028 1.188
H 3.914 0.369 4.934
H 2.735 0.289 -0.920
H 1.540 -2.716 -0.107
H 1.410 -3.427 1.501
H 1.160 -0.712 2.062
H 0.340 -0.841 0.495
N -4.397 4.689 -3.878
C -4.382 4.450 -5.225
C -3.466 3.462 -5.466
C -2.907 3.092 -4.213
C -3.500 3.867 -3.253
H -4.975 5.368 -3.418
H -5.020 5.000 -5.895
H -3.219 3.050 -6.431
H -2.151 2.344 -4.042
H -3.361 3.901 -2.187
N -0.864 0.054 -5.429
C -1.003 -0.363 -6.724
C 0.018 0.185 -7.453
C 0.804 0.965 -6.561
C 0.233 0.864 -5.321
H -1.479 -0.192 -4.675
H -1.812 -1.011 -7.016
H 0.184 0.044 -8.507
H 1.684 1.537 -6.804
H 0.512 1.300 -4.377
N 1.831 -5.705 5.372
C 2.681 -4.990 6.170
C 3.248 -4.008 5.404
C 2.722 -4.136 4.090
C 1.851 -5.193 4.103
H 1.280 -6.488 5.670
H 2.808 -5.238 7.210
H 3.963 -3.277 5.744
H 2.955 -3.525 3.236
H 1.244 -5.623 3.324
*
```

Output
* HOMO level: -0.306 Eh
* structure (SMILES): C#CO[P@](=O)(O)OCCC(F)(F)C(F)(F)C(F)(F)C(F)(F)C(F)(F)C(F)(F)F.c1cc[nH]c1.c1cc[nH]c1.c1cc[nH]c1

---

Look up the HOMO level of the first one.
-0.403 Eh